ORCA calculation (wB97M-V/def2-TZVPD) on 2 unconnected molecules or ions with the total composition CH3Cl2OP.

Structure (XYZ):
```
8
Properties=species:S:1:pos:R:3:forces:R:3:mulliken_charge:R:1
O 1.481 1.515 -0.446 -1.9263 0.9258 -0.1326 -0.296
C 2.398 0.812 -0.385 4.3144 0.6070 0.1131 0.152
Cl 2.370 -0.913 -0.216 -0.1899 -0.5881 0.0257 -0.120
H 3.533 1.211 -0.403 -2.2195 -0.9544 -0.0013 0.263
P -2.385 -1.265 0.039 1.5810 -0.3836 2.7623 0.034
Cl -3.097 0.454 -0.616 -0.6073 1.8814 -1.1563 -0.167
H -3.180 -1.118 1.266 0.7329 -0.6469 -0.6250 0.076
H -1.120 -0.696 0.760 -1.6853 -0.8413 -0.9859 0.058
```
Positions in Å, forces in eV/Å.

## Properties
2S+1 = 1
frontier orbital gap = 10.47 eV
charge = 0
HOMO energy = -9.667 eV
SMILES string = O=CCl.PCl